No. 1
{
  "formula": "C17H36N3O3PS",
  "method": "ωB97M-V/def2-TZVPD",
  "species": ["N", "C", "C", "C", "C", "N", "C", "S", "O", "O", "P", "N", "O", "H", "H", "H", "H", "H", "H", "H", "H", "C", "C", "C", "C", "C", "C", "H", "H", "H", "H", "H", "H", "H", "H", "H", "H", "H", "H", "H", "H", "C", "C", "C", "C", "C", "C", "H", "H", "H", "H", "H", "H", "H", "H", "H", "H", "H", "H", "H", "H"],
  "xyz": [[-3.845, -0.627, 0.123], [-4.824, -0.028, 0.515], [-6.056, 0.751, 1.223], [-7.380, -0.109, 0.879], [-8.365, -0.123, 2.151], [-8.933, -0.062, 3.208], [-8.117, 0.296, -0.493], [-9.421, 1.605, -0.337], [-9.571, 2.301, -1.693], [-10.772, 0.948, -0.054], [-6.061, 2.529, 0.547], [-5.119, 3.539, 1.689], [-5.105, 2.483, -0.874], [-5.858, 0.746, 2.365], [-7.023, -1.207, 0.757], [-8.600, -0.662, -0.935], [-7.376, 0.670, -1.305], [-9.139, 2.598, 0.598], [-4.986, 4.430, 1.175], [-5.747, 3.663, 2.505], [-5.698, 2.226, -1.624], [2.432, 0.137, -0.217], [1.983, 1.349, -1.021], [1.227, 2.383, -0.185], [-0.086, 1.892, 0.432], [-1.116, 1.357, -0.564], [-1.595, 2.406, -1.558], [1.581, -0.415, 0.190], [2.996, -0.550, -0.854], [3.078, 0.437, 0.613], [1.376, 1.023, -1.870], [2.871, 1.831, -1.447], [1.030, 3.262, -0.809], [1.880, 2.731, 0.624], [-0.533, 2.720, 0.995], [0.128, 1.110, 1.168], [-1.982, 0.992, -0.003], [-0.716, 0.494, -1.105], [-2.039, 3.261, -1.040], [-2.355, 1.980, -2.219], [-0.778, 2.770, -2.186], [5.569, -2.277, -1.916], [5.448, -2.955, -0.559], [6.130, -2.178, 0.568], [7.645, -2.004, 0.420], [8.443, -3.302, 0.294], [8.336, -4.196, 1.522], [6.611, -2.196, -2.236], [5.035, -2.856, -2.675], [5.136, -1.273, -1.889], [5.846, -3.972, -0.619], [4.384, -3.056, -0.315], [5.913, -2.677, 1.519], [5.674, -1.184, 0.640], [8.014, -1.442, 1.286], [7.855, -1.377, -0.454], [9.498, -3.047, 0.143], [8.132, -3.859, -0.595], [8.683, -3.673, 2.417], [8.954, -5.089, 1.393], [7.309, -4.528, 1.692]],
  "atomic_forces_ev_per_a": [[-5.507, 3.226, 1.916], [3.109, -1.893, -0.108], [2.392, -1.790, -0.156], [-0.524, -0.706, 0.753], [-0.616, 0.639, 2.639], [2.632, -0.328, -5.155], [1.138, -0.645, 0.005], [-6.405, -0.134, -4.968], [2.019, -1.446, 3.761], [4.417, 1.295, 0.741], [-0.605, 1.058, -0.910], [-0.574, -1.318, -1.383], [-1.087, -0.440, 1.447], [-0.243, -0.077, -1.913], [-0.720, 1.899, 0.284], [0.220, 1.976, 0.839], [-1.174, -0.558, 1.589], [0.428, -1.063, -0.263], [-0.172, -0.546, 0.724], [0.558, 0.245, -0.699], [0.646, 0.540, 0.864], [0.014, -0.133, -0.108], [0.111, 0.117, 0.094], [-0.063, 0.106, -0.086], [0.069, -0.110, 0.039], [-0.069, 0.125, 0.154], [-0.018, -0.090, -0.143], [0.068, 0.022, 0.011], [-0.015, -0.012, 0.110], [-0.058, -0.040, -0.012], [-0.025, 0.037, 0.019], [-0.106, -0.015, -0.014], [-0.004, -0.037, 0.049], [-0.005, -0.028, -0.050], [0.003, -0.041, -0.037], [0.006, 0.049, -0.026], [0.159, -0.021, -0.079], [0.000, 0.009, 0.058], [0.036, -0.024, -0.051], [0.029, 0.102, 0.042], [-0.048, 0.026, 0.027], [-0.014, -0.129, -0.126], [-0.105, 0.145, 0.074], [0.000, -0.101, 0.128], [-0.003, 0.077, -0.139], [0.059, 0.098, 0.087], [0.043, -0.163, -0.057], [-0.065, 0.037, 0.000], [0.047, 0.104, -0.005], [0.072, -0.032, -0.019], [0.013, 0.012, 0.042], [0.099, -0.038, 0.023], [0.026, 0.045, -0.039], [0.001, -0.054, -0.023], [-0.006, -0.048, -0.045], [-0.030, -0.014, 0.050], [-0.080, -0.007, -0.056], [-0.009, 0.056, 0.011], [-0.064, -0.037, -0.032], [-0.064, 0.047, 0.087], [0.060, 0.024, 0.032]],
  "homo_lumo_gap_ev": 9.3,
  "smiles": "N#C[C@H]([C@@H](C#N)C[SH](=O)=O)P(N)O.CCCCCC.CCCCCC"
}

No. 2
{
  "formula": "C29H35F5NO4PS3SiTeW",
  "method": "ωB97M-V/def2-TZVPD",
  "species": ["W", "C", "C", "O", "P", "S", "S", "O", "C", "C", "H", "H", "H", "H", "H", "H", "H", "H", "H", "H", "S", "C", "C", "C", "C", "C", "C", "C", "C", "C", "N", "H", "H", "H", "H", "H", "H", "C", "C", "C", "C", "Si", "O", "C", "C", "C", "C", "C", "C", "C", "C", "C", "C", "C", "C", "H", "H", "H", "H", "H", "H", "H", "H", "H", "H", "H", "H", "H", "H", "H", "H", "H", "H", "H", "F", "Te", "F", "F", "F", "F", "O"],
  "xyz": [[1.571, 0.862, 0.999], [-2.001, -3.042, 3.533], [-2.471, -3.938, 2.384], [-1.787, -5.218, 2.466], [-0.858, -5.573, 1.219], [0.118, -7.231, 1.494], [0.404, -1.317, 1.425], [-1.887, -5.377, -0.004], [-1.580, -5.981, -1.282], [-1.622, -4.989, -2.452], [-2.675, -2.216, 3.704], [-1.020, -2.592, 3.307], [-1.860, -3.634, 4.520], [-2.232, -3.437, 1.466], [-3.588, -4.143, 2.413], [-2.349, -6.752, -1.492], [-0.691, -6.590, -1.180], [-2.607, -4.526, -2.539], [-1.350, -5.587, -3.342], [-0.840, -4.210, -2.363], [5.682, 0.026, 2.653], [4.580, -1.009, 3.569], [3.316, -0.987, 3.058], [3.194, -0.098, 1.958], [4.374, 0.540, 1.689], [4.450, 1.639, 0.809], [5.642, 2.307, 0.465], [5.706, 3.267, -0.517], [4.395, 3.561, -1.085], [3.244, 2.901, -0.698], [3.255, 1.965, 0.272], [5.022, -1.650, 4.302], [2.532, -1.708, 3.244], [6.624, 2.048, 0.900], [6.594, 3.575, -0.963], [4.324, 4.381, -1.753], [2.328, 3.078, -1.231], [0.261, -1.396, -1.941], [-1.107, -0.793, -2.230], [-1.459, -0.978, -3.778], [-2.133, -1.546, -1.426], [-0.832, 1.042, -1.695], [0.470, 1.214, -0.622], [-2.410, 2.029, -1.346], [-2.328, 3.282, -0.734], [-3.436, 4.151, -0.629], [-4.608, 3.752, -1.290], [-4.679, 2.572, -1.967], [-3.609, 1.660, -1.969], [-0.158, 1.797, -3.244], [-0.961, 2.470, -4.178], [-0.398, 3.055, -5.273], [0.925, 2.940, -5.525], [1.697, 2.130, -4.705], [1.173, 1.539, -3.548], [0.154, -2.436, -2.268], [0.612, -1.279, -0.912], [1.114, -0.923, -2.433], [-1.277, -2.045, -4.039], [-0.814, -0.365, -4.360], [-2.555, -0.751, -3.874], [-3.181, -1.210, -1.533], [-1.908, -1.647, -0.333], [-2.155, -2.587, -1.719], [-1.305, 3.570, -0.328], [-3.373, 5.076, -0.111], [-5.508, 4.351, -1.326], [-5.619, 2.261, -2.476], [-3.787, 0.716, -2.489], [-2.000, 2.633, -3.961], [-1.092, 3.645, -5.878], [1.350, 3.376, -6.425], [2.755, 1.972, -4.941], [1.855, 1.024, -2.883], [1.539, 1.735, 12.292], [0.712, 2.515, 10.805], [1.498, 4.306, 11.362], [0.324, 3.090, 8.973], [-0.823, 2.934, 11.713], [0.187, 0.781, 10.201], [0.952, 1.993, 2.095]],
  "atomic_forces_ev_per_a": [[-3.094, 0.732, 0.933], [0.828, -1.215, 1.368], [-1.121, 0.190, 1.351], [-0.210, 0.346, -0.354], [0.784, -0.088, 0.596], [-0.363, 0.191, -0.330], [0.399, 0.830, -0.250], [-0.134, -0.418, -0.658], [-1.096, -0.475, -0.452], [1.221, -0.502, 0.405], [-0.337, 0.138, 0.045], [-0.361, -0.307, 0.003], [-0.495, 0.896, -1.653], [-0.025, 0.117, -0.647], [1.403, 0.172, 0.004], [0.027, 0.474, 0.392], [0.638, 0.361, -0.215], [0.182, -0.156, -0.130], [-0.447, 0.388, 0.196], [-0.522, -0.381, 0.077], [-0.653, -0.720, 1.244], [0.690, 0.398, -1.031], [0.523, -0.483, -0.741], [0.035, 0.403, 0.248], [0.523, -0.694, 0.880], [0.227, 0.900, -0.608], [1.639, -0.026, 0.021], [-4.992, -1.429, -0.008], [1.639, -0.013, 0.864], [1.011, 0.416, -0.070], [0.866, 0.116, -1.192], [-0.043, -0.214, 0.381], [0.033, 0.168, 0.685], [-0.924, -0.369, 0.094], [1.319, 0.980, -0.273], [-0.222, 0.332, -0.887], [-0.437, 0.090, 0.211], [0.451, -0.296, -0.357], [0.099, 0.993, -0.369], [-0.799, -0.657, 2.270], [-0.805, -0.682, 1.320], [0.444, -0.186, 0.229], [-0.848, -0.606, -0.570], [0.219, -0.524, -0.254], [0.851, 0.847, 0.823], [0.386, -1.723, -1.048], [0.042, 0.970, 0.427], [-0.298, -1.977, -0.666], [-0.560, 0.739, 0.087], [-0.301, -0.344, -0.054], [0.623, -0.292, 1.489], [-2.093, 0.948, -0.566], [1.508, -0.634, -0.799], [0.884, -0.273, 0.235], [0.318, 1.405, -1.034], [0.729, -0.087, 0.372], [-0.712, -0.700, 0.062], [-0.314, -0.096, -0.797], [-0.237, 0.555, 0.126], [0.162, 0.526, -0.764], [1.083, -0.080, -0.430], [0.527, 0.198, 0.068], [-0.067, 0.626, -0.660], [0.045, -0.316, -0.372], [-1.568, -0.193, -0.303], [0.066, 0.601, 0.320], [0.146, 0.384, 0.316], [0.758, 0.428, 0.424], [0.461, 0.172, 0.214], [-0.369, -0.015, 0.046], [0.552, -0.095, -0.208], [0.077, 0.066, 0.205], [-0.350, 0.095, 0.024], [-0.226, -0.106, 0.047], [0.576, -1.369, 2.929], [4.016, 1.445, -2.393], [-0.340, 0.656, 0.419], [-1.327, 0.872, -1.526], [-1.599, 0.096, 0.580], [-1.315, -1.696, 0.002], [0.595, -0.823, -0.364]],
  "homo_lumo_gap_ev": [4.2, 3.7],
  "relative_energy_kcal_mol": 84.4,
  "multiplicity": 4,
  "charge": -1
}